[1]
C3H8N2O | the ωB97M-V functional and the def2-TZVPD basis

```
14
C3H8N2O the ωB97M-V functional and the def2-TZVPD basis
C -1.0943 1.4436 -1.9948
C -0.9088 0.1112 -2.0234
N -0.0676 -0.5425 -1.1021
H -0.6332 2.0401 -1.2229
H -1.5802 1.8339 -2.8789
H -1.4138 -0.4523 -2.7985
H -0.2331 -1.5333 -1.2332
H -0.2064 -0.3209 -0.1242
N 1.5435 -0.0245 1.9488
C 0.4804 -0.6863 2.4730
O -0.3158 -1.2682 1.7604
H 2.2222 0.3537 2.5854
H 1.8651 -0.3294 1.0555
H 0.3421 -0.6250 3.5549
```

Results
HOMO-LUMO gap (eV): 8.90
Energy relative to the best compared isomer or geometry (same formula, charge and spin) (kJ/mol): 142.80
LUMO (eV): 0.8
Charge: 0
SMILES: C=CN.NC=O
E_tot (Eh): -303.8377

Atom charges from the Mulliken analysis, given in e for atoms 1 to 2: atom 1 (C): -0.810, atom 2 (C): 0.011

[2]
C3H8N2O | the ωB97M-V functional and the def2-TZVPD basis

```
14
C3H8N2O the ωB97M-V functional and the def2-TZVPD basis
C 0.9639 -2.0289 0.1165
C -0.6021 -0.1074 -0.1892
C -0.5155 1.4316 -0.1939
H 0.0265 -2.8042 0.9717
H 0.9431 -2.5066 -1.1893
H 2.1842 -2.0584 0.7223
H 1.4436 0.0944 -0.1054
H -1.3617 1.8457 0.4151
H -0.5410 1.9298 -1.2155
H 0.3502 2.0310 1.5285
H 1.0533 2.7557 0.0889
N 0.6735 -0.6053 -0.0758
N 0.6927 1.9202 0.5642
O -1.5925 -0.7830 -0.3793
```

Results
HOMO-LUMO gap (eV): 9.85
Energy relative to the best compared isomer or geometry (same formula, charge and spin) (kJ/mol): 416.09
LUMO (eV): 0.7
Charge: 0
E_tot (Eh): -303.7336

Atom charges from the Mulliken analysis, given in e for atoms 1 to 2: atom 1 (C): -0.722, atom 2 (C): 0.378

[3]
C3H8N2O2 | the ωB97M-V functional and the def2-TZVPD basis

```
15
C3H8N2O2 the ωB97M-V functional and the def2-TZVPD basis
C -0.4171 -0.7970 0.8871
C 1.1233 -1.6575 -0.9263
C 0.4899 -0.4470 -0.2464
N 1.9199 1.5838 -2.2609
N 1.7145 0.3143 0.2074
O 0.8074 1.4132 -2.7404
O 1.3991 1.1880 1.1115
H 0.1934 -1.0916 1.7310
H -1.0560 0.0486 1.2841
H -1.0635 -1.6408 0.4660
H 1.7356 -2.1898 -0.2600
H 1.8823 -1.2421 -1.6507
H 0.4431 -2.3058 -1.6590
H -0.0374 0.3550 -0.7845
H -9.1348 6.4688 4.8411
```

Results
HOMO-LUMO gap (alpha / beta) (eV): 3.56 / 3.57
Energy relative to the best compared isomer or geometry (same formula, charge and spin) (kJ/mol): 314.04
LUMO (alpha / beta) (eV): 5.3 / 5.3
Charge: -2
E_tot (Eh): -378.7836

Atom charges from the Mulliken analysis, given in e for atoms 1 to 2: atom 1 (C): -1.290, atom 2 (C): -1.179

> Look up the E_tot of the third one.

-378.7836 Eh